55
Properties=species:S:1:pos:R:3:nbo_charge:R:1 method="wB97M-V/def2-TZVPD" de_lowest_kcal_mol=179.6 e_lumo_ev=0.0 smiles="[H]/N=C(/C)C[C@H](C#N)[C@H](C#N)P(O)O.COCCOC.COCCOC" homo_lumo_gap_ev=8.66
C -2.8317 -1.9596 -3.8891 -0.6734
C -1.7879 -3.0450 -3.6213 0.3085
N -2.0971 -4.2672 -3.6697 -0.5936
C -0.3160 -2.6445 -3.3286 -0.4583
C -0.1030 -2.0932 -1.8445 -0.3072
C -1.3554 -2.4116 -1.0716 0.2720
N -2.1136 -2.7977 -0.3171 -0.2993
C 0.1930 -0.5657 -1.8758 -0.6419
C 1.4976 -0.3930 -2.5901 0.2691
N 2.5330 -0.2835 -3.0404 -0.2852
P 0.4460 0.2385 -0.1698 1.3205
O -0.3990 1.6786 -0.0642 -0.9497
O 0.0469 -0.8090 1.0654 -0.9434
H -2.8756 -1.7041 -4.9598 0.2407
H -3.8165 -2.2640 -3.5066 0.2499
H -2.5372 -1.0603 -3.3137 0.1976
H -1.2839 -4.8558 -3.4889 0.3302
H 0.3524 -3.5132 -3.4248 0.2288
H -0.0446 -1.8888 -4.0846 0.2314
H 0.7756 -2.6095 -1.4296 0.2749
H -0.6107 -0.0058 -2.3920 0.2673
H -1.3607 1.5563 0.0515 0.4894
H -0.9015 -0.7011 1.2654 0.4877
C -5.8503 4.0357 1.5631 -0.2546
O -5.8972 3.0750 2.6056 -0.5490
C -5.4605 1.7888 2.1908 -0.0893
C -4.0474 1.5058 2.6621 -0.0895
O -3.1017 2.3509 2.0123 -0.5695
C -2.6676 3.4188 2.8429 -0.2562
H -6.0029 5.0189 2.0064 0.1931
H -4.8856 4.0292 1.0505 0.1756
H -6.6522 3.8479 0.8418 0.1688
H -5.5358 1.6832 1.1041 0.1740
H -6.1353 1.0587 2.6480 0.1889
H -3.7902 0.4747 2.3975 0.1784
H -3.9738 1.6047 3.7484 0.1828
H -2.0010 3.0399 3.6237 0.1721
H -3.5100 3.9408 3.3006 0.1833
H -2.1139 4.1230 2.2231 0.1946
C 3.7015 -0.7662 1.0670 -0.2697
O 4.5841 -1.2345 0.0567 -0.5574
C 5.3364 -0.1882 -0.5434 -0.0909
C 6.7552 -0.1510 -0.0104 -0.0883
O 6.7883 0.2265 1.3611 -0.5523
C 6.9836 -0.8768 2.2280 -0.2534
H 3.3176 -1.6339 1.6052 0.1832
H 4.2105 -0.1113 1.7790 0.1753
H 2.8601 -0.2333 0.6095 0.1769
H 4.8426 0.7774 -0.4007 0.1787
H 5.3689 -0.3937 -1.6176 0.1905
H 7.3182 0.6078 -0.5632 0.1824
H 7.2492 -1.1159 -0.1598 0.1732
H 8.0176 -1.2320 2.1585 0.1644
H 6.2985 -1.6966 1.9999 0.1794
H 6.7982 -0.5400 3.2476 0.1884